[1]
{"formula": "C4H5NO2", "method": "ωB97M-V/def2-TZVPD", "elements": ["O", "C", "N", "C", "C", "O", "C", "H", "H", "H", "H", "H"], "coordinates": [[1.12023, 2.27054, 0.46814], [0.45975, 1.26833, 0.29160], [1.21594, 0.09832, -0.38904], [0.95848, -1.13496, -0.16265], [-1.49840, -0.30579, -0.02689], [-2.39971, -0.95630, 0.47400], [-0.85079, 0.85925, 0.53748], [1.84887, 0.36090, -1.14104], [0.40842, -1.40454, 0.73259], [1.27307, -1.90832, -0.85545], [-1.12790, -0.61057, -1.04598], [-1.46166, 1.50575, 1.15841]], "e_above_lowest_ev": 2.774, "charge": 0, "max_force_ha_per_bohr": 0.0085, "gap_ev": [7.22, 7.22]}


[2]
{"formula": "C23H21ClF6N4PSTi", "method": "ωB97M-V/def2-TZVPD", "elements": ["Ti", "N", "N", "C", "N", "S", "H", "H", "H", "H", "H", "C", "C", "C", "C", "C", "C", "C", "C", "C", "C", "C", "C", "C", "C", "C", "N", "H", "H", "H", "H", "H", "H", "H", "H", "H", "H", "Cl", "C", "C", "C", "C", "C", "C", "C", "H", "H", "H", "H", "H", "H", "F", "P", "F", "F", "F", "F", "F"], "coordinates": [[0.71497, 0.42977, -0.05108], [3.21868, 0.50345, 0.68379], [3.72962, 1.74609, 0.28507], [3.34037, 2.19850, -0.93678], [4.07336, 3.22914, -1.43103], [2.11020, 1.49328, -1.81832], [3.19965, 0.46301, 1.69549], [3.76218, -0.26920, 0.31419], [4.68927, 1.94947, 0.53001], [4.47952, 3.87002, -0.76387], [3.64791, 3.67523, -2.22868], [2.68096, -3.56637, -0.30621], [2.26583, -3.89663, -1.59073], [1.41292, -3.04644, -2.27182], [0.99942, -1.85354, -1.67706], [1.39087, -1.48702, -0.36207], [2.23539, -2.39292, 0.29048], [0.10060, -0.90711, -2.32956], [-0.06428, -0.76858, -3.70968], [-0.89798, 0.19681, -4.21787], [-1.73449, 0.92968, -3.33176], [-2.72126, 1.82764, -3.77369], [-3.58466, 2.41814, -2.88151], [-3.51070, 2.10053, -1.52273], [-2.52552, 1.25717, -1.05853], [-1.58456, 0.71178, -1.94068], [-0.54394, -0.07064, -1.44753], [3.35133, -4.22161, 0.23801], [2.59639, -4.82181, -2.04543], [1.04791, -3.31541, -3.25691], [2.56806, -2.18771, 1.30743], [0.51918, -1.38752, -4.37757], [-0.97334, 0.37194, -5.28344], [-2.79056, 2.04213, -4.83351], [-4.33844, 3.11164, -3.23139], [-4.22848, 2.51732, -0.82844], [-2.47463, 0.98475, -0.01349], [-1.37209, -0.32921, 5.91449], [-1.85369, -1.00747, 4.39952], [-3.20115, -1.11895, 4.13062], [-3.62776, -1.65391, 2.92113], [-2.68656, -2.05112, 1.96904], [-1.34433, -1.92770, 2.22258], [-0.86021, -1.41812, 3.46404], [0.50113, -1.31738, 3.70854], [-3.91223, -0.77578, 4.86968], [-4.68549, -1.74389, 2.71404], [-3.02339, -2.44353, 1.01773], [-0.62197, -2.21075, 1.46521], [1.20781, -1.66104, 2.96605], [0.88181, -0.91498, 4.63456], [-0.49906, 0.77705, 1.55012], [-0.25904, 2.46196, 1.72698], [0.07748, 3.99930, 1.79627], [-0.26068, 2.51480, 0.07337], [1.35197, 2.07518, 1.57604], [-1.82004, 2.66298, 1.76838], [-0.15430, 2.24761, 3.28854]], "e_above_lowest_ev": 1.359, "multiplicity": 4, "charge": 0, "max_force_ha_per_bohr": 0.0320, "gap_ev": [5.46, 7.61]}


[3]
{"formula": "C4H13N2O4PS", "method": "ωB97M-V/def2-TZVPD", "elements": ["C", "C", "C", "C", "N", "N", "O", "O", "O", "O", "P", "S", "H", "H", "H", "H", "H", "H", "H", "H", "H", "H", "H", "H", "H"], "coordinates": [[1.68463, -2.86876, -0.47064], [-1.99999, 0.29120, 2.03509], [-2.65713, 0.90686, 0.84262], [-1.63992, 1.68624, 1.57911], [-0.51151, -2.24404, -1.91140], [-0.35054, 1.92769, 1.05002], [1.84691, 1.50007, -0.45624], [0.21553, -0.35812, -0.12689], [-0.50666, 1.49149, -1.44246], [3.63724, -0.32277, -1.22401], [0.40953, 1.15774, -0.22209], [0.74748, -1.51906, -1.44075], [2.71486, -2.85669, -0.91927], [0.96960, -3.73114, -0.34794], [1.59592, -2.33009, 0.50585], [-1.09785, -0.41376, 1.73226], [-2.42303, 0.03099, 3.04650], [-2.34228, 0.44356, -0.06890], [-3.66093, 1.30095, 0.74052], [-1.95613, 2.45851, 2.24569], [3.17162, 0.39404, -0.79365], [-1.10536, -1.56723, -2.42828], [0.28753, 2.39473, 1.66098], [3.86414, -0.10451, -2.12765], [-0.89365, 2.33210, -1.45845]], "e_above_lowest_ev": 1.381, "charge": 0, "max_force_ha_per_bohr": 0.0569, "gap_ev": 9.62}


[4]
{"formula": "C16H18N6O3S2", "method": "ωB97M-V/def2-TZVPD", "elements": ["C", "H", "O", "C", "C", "C", "C", "C", "C", "H", "N", "C", "N", "N", "N", "S", "C", "C", "O", "N", "C", "N", "C", "C", "S", "C", "H", "H", "H", "C", "H", "H", "H", "H", "H", "H", "O", "C", "H", "H", "H", "H", "H", "H", "H"], "coordinates": [[7.26428, 2.16455, 0.55966], [7.68982, 3.16621, 0.58655], [5.92117, 2.33383, 0.17492], [5.13589, 1.23152, 0.05738], [5.54651, -0.07519, 0.29032], [4.66370, -1.13242, 0.12728], [3.35160, -0.91816, -0.26301], [2.93376, 0.40729, -0.46365], [3.81376, 1.46221, -0.32051], [3.47709, 2.47004, -0.49892], [1.61213, 0.68363, -0.82640], [0.43610, 0.14152, -0.40641], [-0.54689, 0.80460, -0.98525], [0.02646, 1.72320, -1.74536], [1.28578, 1.67842, -1.66891], [0.23401, -1.10369, 0.76280], [-1.50275, -0.71423, 1.14998], [-1.61081, 0.74787, 1.50591], [-0.72510, 1.38370, 2.02630], [-2.80383, 1.36038, 1.21344], [-3.93609, 0.86092, 0.63240], [-4.20680, -0.37170, 0.39206], [-5.43232, -0.52994, -0.18238], [-6.13822, 0.61894, -0.37873], [-5.21038, 1.98448, 0.17618], [-7.49096, 0.77078, -0.97578], [-8.18036, 0.05173, -0.53422], [-7.87206, 1.77430, -0.80817], [-7.45665, 0.58854, -2.05070], [-5.90088, -1.90007, -0.53693], [-5.14378, -2.62167, -0.24698], [-6.83223, -2.13125, -0.02184], [-6.07767, -1.97698, -1.60858], [-2.80321, 2.35871, 1.39150], [-1.77661, -1.33243, 2.00445], [-2.13406, -0.96248, 0.29963], [2.42682, -1.88934, -0.50334], [2.75928, -3.22429, -0.20562], [3.56963, -3.58451, -0.84675], [1.85602, -3.79781, -0.40376], [3.03795, -3.34009, 0.84532], [5.02211, -2.13381, 0.30229], [6.55669, -0.29564, 0.59512], [7.81661, 1.55683, -0.16433], [7.34449, 1.71152, 1.55305]], "smiles": "COc1ccc(OC)c(-n2nnnc2SCC(=O)Nc2nc(C)c(C)s2)c1", "charge": 0, "max_force_ha_per_bohr": 0.0331, "gap_ev": 8.70}